Molecular formula: C56H90O36
Method: DFT, the ωB97M-V functional and the def2-TZVPD basis

Positions of all 182 atoms, in Å:
1 C -24.4697 0.7396 8.0993
2 C -24.0381 1.8346 9.0701
3 C -25.1954 2.8353 8.9410
4 O -26.3160 2.1471 8.2940
5 C -25.9819 0.7265 8.2540
6 H -24.0080 -0.2444 8.1811
7 H -24.1969 1.0492 7.0904
8 H -23.0541 2.2883 8.9524
9 H -24.0139 1.4442 10.0875
10 H -25.0478 3.6429 8.2240
11 H -25.4204 3.2620 9.9185
12 H -26.4694 0.3004 7.3771
13 H -26.3391 0.1799 9.1268
14 C -17.8893 1.3451 9.7967
15 C -19.1669 1.9798 9.2849
16 C -20.1501 1.4474 10.3736
17 O -19.4228 1.4917 11.6226
18 C -18.0412 1.4722 11.3776
19 H -17.1136 1.9545 9.3330
20 H -17.7837 0.3362 9.3978
21 H -19.5506 1.7414 8.2929
22 H -19.0700 3.0502 9.4664
23 H -20.4070 0.4102 10.1588
24 H -21.0791 2.0120 10.4539
25 H -17.4565 0.7091 11.8914
26 H -17.5663 2.4234 11.6180
27 C -24.5260 9.8542 4.1458
28 C -25.7841 10.1101 3.3401
29 C -26.9212 9.8146 4.2939
30 O -26.3339 8.9011 5.2444
31 C -24.9134 8.7166 5.0833
32 H -24.2624 10.7290 4.7402
33 H -23.5903 9.5464 3.6790
34 H -25.9391 9.5093 2.4439
35 H -25.7636 11.1686 3.0806
36 H -27.6268 9.2931 3.6472
37 H -27.3273 10.6509 4.8629
38 H -24.6658 7.7491 4.6466
39 H -24.4247 8.8874 6.0425
40 C -27.4137 9.5634 11.5856
41 C -27.2917 9.3938 10.0312
42 C -26.6764 10.5191 9.2729
43 O -25.7447 9.8227 8.4403
44 C -25.5392 8.5818 8.8983
45 O -24.7466 7.7550 8.4069
46 O -26.5104 8.2791 9.8018
47 H -27.9962 10.4493 11.8387
48 H -26.4475 9.6220 12.0867
49 H -27.9071 8.6363 11.8772
50 H -28.2310 9.1532 9.5331
51 H -26.0836 11.1642 9.9214
52 H -27.4309 11.0920 8.7338
53 C -19.8860 10.7583 9.4911
54 C -20.9285 9.9983 8.6455
55 C -22.3528 10.6603 8.6714
56 O -22.6671 10.8822 7.3056
57 C -21.6270 10.5317 6.5156
58 O -21.5964 10.5032 5.3150
59 O -20.6354 10.0578 7.2739
60 H -20.1070 10.8024 10.5576
61 H -19.8397 11.7698 9.0875
62 H -18.9182 10.2996 9.2886
63 H -21.0902 8.9632 8.9463
64 H -22.2541 11.5880 9.2352
65 H -23.0022 10.0047 9.2515
66 C -27.5360 2.1044 4.5672
67 C -26.4610 1.2959 3.7154
68 C -25.0868 1.9197 3.8453
69 O -24.2635 0.7907 4.1316
70 C -24.9684 -0.3433 4.3142
71 O -24.4710 -1.4816 4.4823
72 O -26.2631 -0.0200 4.2086
73 H -27.5994 3.1146 4.1628
74 H -27.2260 2.1778 5.6096
75 H -28.4913 1.5833 4.5053
76 H -26.7032 1.1591 2.6614
77 H -25.0813 2.6580 4.6472
78 H -24.7924 2.4326 2.9297
79 C -21.8658 6.9268 6.0991
80 C -21.6102 5.6992 6.8930
81 C -22.5368 4.5137 6.7044
82 O -21.7474 3.4737 6.1634
83 C -20.5162 3.8032 6.2108
84 O -19.5538 3.1420 5.8678
85 O -20.3820 5.0141 6.6724
86 H -22.6956 7.4960 6.5180
87 H -22.1091 6.8004 5.0441
88 H -20.9611 7.5268 6.0007
89 H -21.6746 5.9382 7.9545
90 H -23.3601 4.6393 6.0011
91 H -22.8359 4.1714 7.6951
92 C -17.3859 3.9809 2.9926
93 C -17.9201 4.7600 1.7773
94 C -17.0888 4.7481 0.5458
95 O -17.9784 4.5282 -0.5049
96 C -19.1702 4.1618 -0.0029
97 O -20.2319 3.9116 -0.5560
98 O -19.0860 4.2472 1.3575
99 H -18.0393 4.0134 3.8645
100 H -16.4912 4.5147 3.3132
101 H -17.2038 2.9111 2.8903
102 H -18.0930 5.7931 2.0787
103 H -16.3525 3.9447 0.5678
104 H -16.6713 5.7500 0.4455
105 C -20.7092 3.7443 14.0395
106 C -20.6094 4.9194 13.1528
107 C -19.5374 4.8291 12.0957
108 O -20.2461 5.1407 10.9344
109 C -21.5377 5.2738 11.1681
110 O -22.3330 5.6387 10.3177
111 O -21.7940 5.0786 12.4659
112 H -21.4936 4.0209 14.7440
113 H -19.7373 3.7047 14.5313
114 H -20.8626 2.7530 13.6130
115 H -20.4117 5.8532 13.6791
116 H -19.0378 3.8610 12.0590
117 H -18.7834 5.5784 12.3371
118 C -26.7604 5.2515 6.8479
119 C -28.0688 5.9454 6.4089
120 C -27.9919 6.3552 4.9419
121 O -29.0623 5.6922 4.3429
122 C -29.7235 4.9443 5.2407
123 O -30.7512 4.3530 4.9829
124 O -29.0952 4.9750 6.4537
125 H -26.5692 4.3938 6.2030
126 H -26.8287 4.8857 7.8724
127 H -25.9026 5.9238 6.8358
128 H -28.3708 6.7990 7.0158
129 H -27.0351 6.0327 4.5314
130 H -28.0391 7.4376 4.8220
131 C -21.3828 7.6540 1.9807
132 C -22.6957 6.8877 1.5536
133 C -22.4944 5.4914 0.8900
134 O -23.3594 4.6062 1.5744
135 C -23.9250 5.2521 2.6558
136 O -24.7083 4.7923 3.4224
137 O -23.4089 6.5532 2.6870
138 H -20.8117 7.1806 2.7794
139 H -21.6785 8.6070 2.4194
140 H -20.7693 7.8877 1.1106
141 H -23.3329 7.5520 0.9699
142 H -21.5084 5.0797 1.1057
143 H -22.6203 5.4305 -0.1910
144 C -21.3496 -0.0007 6.5077
145 C -21.5433 -1.4848 6.8658
146 C -20.4398 -2.3871 6.3432
147 O -19.8492 -2.9351 7.5006
148 C -20.3736 -2.3072 8.6171
149 O -20.0117 -2.4338 9.7778
150 O -21.3530 -1.5607 8.2665
151 H -21.7146 0.1882 5.4982
152 H -20.2813 0.2143 6.5349
153 H -21.8723 0.6635 7.1960
154 H -22.5381 -1.8874 6.6746
155 H -19.6599 -1.9786 5.7007
156 H -20.8900 -3.2130 5.7925
157 C -19.3595 11.6936 3.5577
158 C -18.1875 10.7112 3.5778
159 C -18.4055 9.4414 4.4120
160 O -17.8847 8.4259 3.5980
161 C -17.7880 8.8798 2.3331
162 O -17.3086 8.2447 1.3535
163 O -18.0896 10.1758 2.3073
164 H -19.1546 12.6011 2.9898
165 H -19.5185 12.1987 4.5105
166 H -20.3126 11.3264 3.1770
167 H -17.2581 11.1450 3.9466
168 H -19.4583 9.2206 4.5879
169 H -17.8719 9.5996 5.3492
170 C -17.1804 6.0731 9.6580
171 C -17.6726 5.5392 8.3200
172 C -17.6794 6.5654 7.1541
173 O -17.1188 5.8017 6.0932
174 C -16.5134 4.7448 6.5654
175 O -15.8026 4.0246 5.8580
176 O -16.6258 4.6752 7.9219
177 H -17.8686 6.7576 10.1539
178 H -16.2245 6.5795 9.5242
179 H -16.9357 5.2253 10.2979
180 H -18.5674 4.9311 8.4527
181 H -17.0684 7.3839 7.5346
182 H -18.6928 6.9093 6.9474

Atoms 1-2, force components in eV/Å:
0.459 -0.235 -0.439
-0.443 -0.272 0.414

## Properties
Multiplicity: 2
Total charge: +1
HOMO level (spin up / spin down) (eV): -11.26 / -11.26
Electronic energy (hartree): -4896.16695
Expectation value of S²: 0.75

Molecular formula: C31H47CoNO2P2S2
Method: DFT, the ωB97M-V functional and the def2-TZVPD basis

Positions of all 86 atoms, in Å:
1 Co 1.7811 -3.4478 -0.1642
2 C -1.3690 2.3109 -2.2581
3 C -2.4705 1.4868 -1.9032
4 C -2.3288 3.1924 -0.3616
5 C -1.2882 3.3703 -1.3122
6 C -3.0580 2.0266 -0.7257
7 C -0.4329 2.1184 -3.3871
8 H -0.7867 1.3389 -4.0708
9 H 0.5713 1.8322 -3.0323
10 H -0.3214 3.0487 -3.9640
11 C -0.3086 4.4736 -1.3147
12 H 0.5398 4.2416 -1.9687
13 H 0.0798 4.6676 -0.3068
14 H -0.7717 5.4044 -1.6793
15 C -2.6170 4.0534 0.8010
16 H -3.5873 4.5625 0.6869
17 H -1.8415 4.8196 0.9146
18 H -2.6488 3.4863 1.7423
19 C -4.2345 1.4959 -0.0062
20 H -5.1590 1.9982 -0.3348
21 H -4.1426 1.6588 1.0761
22 H -4.3671 0.4242 -0.1927
23 C -2.9490 0.2785 -2.6134
24 H -4.0278 0.3468 -2.8172
25 H -2.7877 -0.6341 -2.0175
26 H -2.4341 0.1559 -3.5720
27 C 3.3326 -4.1675 -0.5991
28 C 2.6088 -3.6589 -1.7859
29 C 1.9134 -4.6749 -2.6694
30 C 0.5933 -5.1274 -1.9991
31 C 0.3831 -4.4171 -0.6834
32 C 1.0052 -4.8999 0.5394
33 C 2.0028 -6.0239 0.5342
34 C 3.3139 -5.6194 -0.2204
35 H 2.5716 -5.5342 -2.8505
36 H 0.5924 -6.2189 -1.8780
37 H 1.7130 -4.2314 -3.6501
38 H 3.4864 -6.2892 -1.0709
39 H 4.2566 -3.6455 -0.3378
40 H 3.2389 -2.9737 -2.3829
41 H 4.1540 -5.8025 0.4655
42 H 2.2665 -6.2476 1.5775
43 H 0.4448 -4.7917 1.4724
44 H 1.5943 -6.9537 0.1155
45 H -0.2447 -4.8832 -2.6651
46 H -0.5693 -3.8795 -0.5971
47 P 1.5250 -1.5216 -1.8612
48 P -1.4435 -0.1662 1.7951
49 C 1.1512 -1.7669 1.0865
50 C 0.0423 -1.4444 2.0533
51 H 1.5731 -0.8338 0.6580
52 H 1.9613 -2.3297 1.6230
53 H -0.4572 -2.3744 2.3801
54 H 0.4872 -0.9280 2.9206
55 C -2.1852 -0.3005 3.4687
56 H -3.1508 0.2215 3.4538
57 H -1.5182 0.2126 4.1722
58 H -2.3292 -1.3563 3.7393
59 C -2.4139 -1.5055 0.9817
60 H -2.5434 -2.3170 1.7078
61 H -1.8408 -1.8627 0.1168
62 H -3.3951 -1.1517 0.6543
63 C 2.9466 -0.4565 -2.2496
64 H 2.7165 0.1674 -3.1235
65 H 3.8307 -1.0787 -2.4336
66 H 3.1148 0.1727 -1.3632
67 C 0.5533 -1.6779 -3.3783
68 H -0.3793 -1.1200 -3.1987
69 H 0.3039 -2.7275 -3.5768
70 H 1.1078 -1.2387 -4.2169
71 O -0.2218 2.6554 5.5368
72 S -0.6267 3.0095 4.2012
73 O -2.0046 3.3960 3.9749
74 N -0.1708 1.8437 3.0948
75 C 0.5555 2.3367 2.0773
76 S 0.6463 1.5477 0.5828
77 C 1.0670 3.6816 2.3438
78 C 1.8833 4.5114 1.5663
79 C 2.0963 5.8298 1.9659
80 C 1.4729 6.3408 3.1114
81 C 0.6295 5.5273 3.8850
82 C 0.4568 4.2079 3.4857
83 H 2.3520 4.0874 0.6733
84 H 2.7571 6.4768 1.3742
85 H 1.6366 7.3777 3.4106
86 H 0.1161 5.8831 4.7735

Atoms 1-2, force components in eV/Å:
-1.744 10.901 2.261
0.027 -0.022 0.066

## Properties
Multiplicity: 5
Total charge: +1
HOMO level (spin up / spin down) (eV): -8.76 / -9.76
Electronic energy (hartree): -4275.88666
Expectation value of S²: 6.22

Molecular formula: C23H24BrN4O5V
Method: DFT, the ωB97M-V functional and the def2-TZVPD basis

Positions of all 58 atoms, in Å:
1 V 0.0000 0.0000 0.0000
2 Br 4.1098 -0.2394 5.6824
3 C 3.4492 -0.0228 3.9230
4 C 3.9909 -0.7721 2.8837
5 C 3.5012 -0.6104 1.5794
6 C 2.4628 0.2816 1.2614
7 O 2.0238 0.4533 0.0719
8 C 1.9424 0.9931 2.3695
9 C 0.8461 1.9321 2.0802
10 N -0.0326 1.5849 1.2042
11 C -0.9188 2.5277 0.6940
12 C -1.7551 3.3437 1.4603
13 C -2.6024 4.2557 0.8296
14 C -2.6159 4.3421 -0.5648
15 C -1.7850 3.5053 -1.3342
16 C -1.7419 3.5303 -2.7367
17 C -0.8821 2.6675 -3.4144
18 C -0.0984 1.8024 -2.6678
19 N -0.1253 1.7468 -1.3264
20 C -0.9399 2.5864 -0.6843
21 C 2.4228 0.8773 3.6772
22 H 4.7903 -1.4833 3.0592
23 H 3.9377 -1.1971 0.7721
24 H 0.8629 2.9123 2.5845
25 H -1.7418 3.2566 2.5411
26 H -3.2494 4.8938 1.4238
27 H -3.2748 5.0563 -1.0505
28 H -2.3657 4.2176 -3.2984
29 H -0.8184 2.6672 -4.4950
30 H 0.5988 1.1083 -3.1269
31 H 1.9797 1.4609 4.4738
32 N -2.0317 0.1702 -0.0004
33 C -2.1615 0.6244 -1.3750
34 C -1.4009 -0.3171 -2.3037
35 O -1.9529 -0.8049 -3.2928
36 N -0.1278 -0.4108 -1.9154
37 C 0.5253 -1.6928 -2.2162
38 C 1.0415 -2.3496 -0.9209
39 O 1.7072 -3.4240 -1.0876
40 O 0.7643 -1.7615 0.1642
41 H -2.4748 -0.7698 0.1170
42 H -2.3941 0.8530 0.7035
43 H -1.7687 1.6402 -1.4917
44 H -3.2182 0.6322 -1.6618
45 H 1.3924 -1.5316 -2.8692
46 H -0.1169 -2.4273 -2.7173
47 C -1.0244 -0.4851 3.9489
48 C -0.2094 -1.3306 2.9561
49 C 1.1593 -1.6633 3.5732
50 O 0.0000 -0.5982 1.8761
51 H -1.1771 -1.0376 4.8837
52 H -2.0169 -0.2420 3.5484
53 H -0.5257 0.4586 4.2061
54 H -0.7410 -2.2890 2.8715
55 H 1.7408 -0.7642 3.8163
56 H 1.7642 -2.2818 2.8980
57 H 1.0301 -2.2283 4.5041
58 H -0.9423 -1.4776 0.0000

Atoms 1-2, force components in eV/Å:
0.625 -2.733 2.180
0.011 -0.046 0.208

## Properties
Multiplicity: 2
Total charge: -1
HOMO level (spin up / spin down) (eV): -2.90 / -5.04
Electronic energy (hartree): -5003.93854
Expectation value of S²: 0.86

- Which formula does entry 1 have?
  C56H90O36

- Which formula does entry 1 have?
  C56H90O36

- Which value of electronic energy does entry 1 give?
  -4896.16695 hartree

- Look up the total charge of the third one.
  -1